No. 1
101
Properties=species:S:1:pos:R:3:forces:R:3 method="wB97M-V/def2-TZVPD" energy_ev=-82035.08269 smiles="C[C@H]1COC(=O)O1.C[C@H]1COC(=O)O1.C[C@H]1COC(=O)O1.C[C@H]1COC(=O)O1.C[C@H]1COC(=O)O1.C[C@H]1COC(=O)O1.C[C@H]1COC(=O)O1.O=C1OCCO1" fmax_ev_per_a=2.0 orbital_gap_ev=11.07 multiplicity=1
C 6.506 0.172 1.806 0.34 0.70 -0.06
C 6.037 0.936 0.596 0.34 -0.38 -0.68
C 6.325 0.272 -0.760 -0.15 0.22 -0.03
O 5.151 0.603 -1.525 0.20 -0.09 0.02
C 4.198 1.096 -0.698 -0.32 -0.55 0.44
O 3.138 1.498 -1.042 0.00 -0.02 -0.15
O 4.607 0.992 0.594 0.05 0.53 -0.29
H 6.258 0.744 2.700 -0.29 -0.28 0.08
H 7.597 0.109 1.819 -0.02 -0.20 -0.20
H 6.057 -0.818 1.794 -0.01 -0.04 0.22
H 6.432 1.952 0.501 -0.10 0.08 0.57
H 6.473 -0.805 -0.676 -0.32 -0.06 -0.08
H 7.166 0.706 -1.296 0.14 0.00 0.18
C -0.850 -4.932 -2.941 0.17 1.12 -1.19
C 0.177 -4.534 -1.912 -0.93 -0.03 0.42
C -0.444 -4.238 -0.532 1.44 0.42 0.22
O -0.062 -5.383 0.254 -0.43 -0.08 -0.05
C 0.923 -6.056 -0.371 -0.44 0.06 -0.12
O 1.560 -6.931 0.119 0.18 -0.12 0.03
O 1.060 -5.626 -1.643 0.39 0.04 0.10
H -1.658 -5.563 -2.586 0.17 -0.28 0.08
H -0.366 -5.303 -3.848 0.00 -0.59 0.30
H -1.287 -4.005 -3.340 -0.26 -0.04 0.44
H 0.760 -3.676 -2.232 0.13 -0.12 -0.17
H -1.507 -4.025 -0.534 -0.12 -0.43 0.06
H 0.080 -3.400 -0.067 -0.25 0.20 -0.12
C -2.135 -0.425 4.680 0.71 -0.53 -0.01
C -2.343 -1.632 5.570 -0.65 -0.09 -0.62
C -1.794 -2.977 5.050 -0.17 0.42 0.03
O -1.044 -3.478 6.153 0.22 -0.06 -0.08
C -0.915 -2.535 7.109 -0.15 0.41 -0.04
O -0.246 -2.622 8.083 -0.03 -0.16 0.00
O -1.662 -1.436 6.798 -0.01 -0.38 0.18
H -2.279 0.507 5.222 -0.29 -0.04 0.07
H -2.805 -0.497 3.824 0.11 0.18 -0.12
H -1.086 -0.448 4.370 -0.11 0.20 -0.30
H -3.423 -1.783 5.685 0.11 0.26 0.76
H -1.170 -2.858 4.162 0.20 -0.10 0.14
H -2.604 -3.669 4.836 0.07 -0.12 -0.06
C 4.583 -3.711 -3.372 -0.12 -0.10 -0.76
C 4.222 -4.013 -1.945 0.94 0.03 0.48
C 5.307 -3.544 -0.938 -0.37 -0.26 -0.69
O 4.585 -2.781 0.017 0.02 0.24 0.09
C 3.334 -2.518 -0.445 0.16 -0.37 0.04
O 2.563 -1.778 0.068 0.06 -0.04 0.02
O 3.082 -3.255 -1.550 -0.22 0.23 0.02
H 3.821 -4.078 -4.064 -0.08 0.07 0.12
H 5.512 -4.189 -3.690 0.04 -0.10 0.32
H 4.704 -2.640 -3.544 -0.07 0.03 0.18
H 4.033 -5.072 -1.773 -0.35 0.02 -0.17
H 6.042 -2.912 -1.439 0.06 0.05 0.10
H 5.798 -4.399 -0.479 0.03 0.15 0.27
C -3.512 0.541 -3.109 0.15 -0.17 0.33
C -2.916 0.312 -4.470 0.09 -0.13 -0.05
C -3.827 0.538 -5.696 0.04 -0.33 0.76
O -3.227 1.617 -6.393 0.28 -0.04 -0.38
C -2.053 1.974 -5.813 -1.22 0.38 0.70
O -1.380 2.881 -6.175 0.47 -0.07 -0.26
O -1.880 1.290 -4.668 0.52 -0.21 -0.25
H -4.196 -0.257 -2.818 -0.24 0.12 -0.26
H -3.988 1.520 -3.058 -0.14 -0.05 0.06
H -2.724 0.482 -2.355 0.03 0.19 -0.08
H -2.460 -0.679 -4.503 0.12 0.07 -0.07
H -4.830 0.805 -5.366 -0.04 0.14 -0.24
H -3.864 -0.350 -6.323 -0.06 0.09 -0.17
C -4.958 2.689 3.239 0.30 -0.34 -0.39
C -4.857 3.823 4.220 0.47 -0.14 0.54
C -3.661 3.781 5.203 -0.31 -1.32 -0.05
O -2.921 4.946 4.935 -0.05 0.28 0.28
C -3.555 5.699 4.002 0.10 -0.27 0.12
O -3.182 6.759 3.636 0.10 0.31 -0.13
O -4.645 5.061 3.539 -0.37 0.01 -0.06
H -5.169 1.748 3.751 -0.21 0.10 0.07
H -4.033 2.518 2.682 0.09 0.26 0.10
H -5.732 2.890 2.499 -0.14 -0.06 0.12
H -5.767 3.876 4.819 -0.16 0.28 -0.28
H -3.022 2.899 5.081 0.05 0.16 -0.43
H -4.019 3.682 6.231 0.14 0.73 0.08
C -2.021 4.586 -3.194 0.25 -0.58 -0.98
C -0.673 3.942 -3.002 0.22 -0.10 0.95
C 0.514 4.898 -3.174 -0.25 -0.41 -0.33
O 1.352 4.619 -2.055 -0.21 0.01 0.02
C 0.642 3.931 -1.124 0.69 0.43 -0.17
O 1.061 3.696 -0.035 -0.14 -0.13 0.29
O -0.554 3.587 -1.589 -0.30 -0.02 0.00
H -2.055 5.486 -2.586 -0.37 0.01 0.03
H -2.824 3.878 -2.998 -0.01 0.12 0.48
H -2.143 4.816 -4.257 0.13 0.33 0.08
H -0.514 2.991 -3.502 -0.23 0.20 -0.49
H 0.186 5.939 -3.162 0.12 0.04 0.12
H 1.052 4.690 -4.095 0.11 0.08 0.04
O -1.782 -1.252 -0.561 0.05 -0.42 -0.15
C -1.234 -0.388 0.052 0.09 1.11 -0.04
O -1.868 0.755 0.425 -0.41 -0.09 0.02
C -1.042 1.542 1.274 1.78 -0.82 0.11
C 0.307 0.766 1.256 0.07 0.31 0.22
O 0.052 -0.345 0.395 -0.22 -0.57 0.12
H -0.798 2.520 0.872 -0.83 0.22 0.05
H -1.416 1.501 2.294 -0.41 0.50 -0.11
H 0.590 0.412 2.248 -0.06 -0.23 -0.08
H 1.138 1.347 0.863 -0.10 -0.01 -0.23

No. 2
34
Properties=species:S:1:pos:R:3:forces:R:3 method="wB97M-V/def2-TZVPD" energy_ev=-44115.92358 fmax_ev_per_a=2.2 orbital_gap_ev="7.88 / 8.50" multiplicity=2
Sn 0.414 1.429 -2.342 0.36 -0.12 0.04
O -0.127 -5.464 -5.021 0.68 0.72 -0.20
C 0.642 -4.702 -5.458 0.19 0.07 -0.51
O 1.408 -3.960 -5.942 -0.87 -0.78 0.72
C -0.881 -2.716 0.054 -1.52 0.59 -1.53
C 0.476 -3.244 -0.047 1.36 0.31 1.08
C 0.827 -3.704 1.401 -0.95 -0.46 0.89
C 1.094 -2.328 2.100 0.40 0.09 -0.43
C 0.768 -1.369 0.946 0.45 -0.10 0.38
O 1.234 -2.011 -0.260 0.09 -0.58 1.21
C -0.729 -1.346 0.708 0.61 -0.91 0.11
C -1.039 -0.273 -0.278 -0.11 1.20 -0.52
O -2.138 -0.162 -0.762 -0.71 -0.02 -0.47
O -0.045 0.558 -0.543 -0.31 -0.32 0.22
H -1.548 -2.819 -0.814 -0.07 -0.02 0.68
H 0.789 -3.901 -0.823 -0.35 -0.73 -0.59
H 1.667 -4.400 1.478 0.04 0.26 -0.17
H -0.075 -4.250 1.843 1.18 0.73 -0.55
H 2.150 -2.213 2.390 -0.28 -0.17 -0.16
H 0.498 -2.056 2.986 0.03 -0.50 -0.34
H 1.200 -0.394 1.012 0.30 0.42 0.15
H -1.322 -1.219 1.608 -0.21 0.09 0.11
O -0.729 3.116 -1.884 -0.20 0.02 0.34
N -0.600 3.548 -0.620 0.96 0.46 0.81
C -1.707 4.079 -0.037 -0.11 -0.49 -1.46
C -1.641 4.745 1.129 0.40 1.39 1.47
C -0.382 4.951 1.748 0.37 -0.31 -0.93
C 0.717 4.312 1.216 -0.33 -0.12 -1.03
C 0.637 3.577 -0.008 -0.64 -0.13 0.08
S 2.005 2.789 -0.723 -0.65 0.30 -0.08
H -2.568 3.997 -0.699 0.06 -0.03 0.48
H -2.484 5.288 1.559 -0.02 -0.47 -0.41
H -0.232 5.713 2.507 -0.27 -0.48 0.23
H 1.721 4.430 1.578 0.13 0.10 0.39

No. 3
10
Properties=species:S:1:pos:R:3:forces:R:3 method="wB97M-V/def2-TZVPD" energy_ev=-10136.75008 smiles=N#Cc1cnnnc1 fmax_ev_per_a=7.1 orbital_gap_ev=9.16 multiplicity=1
N 3.172 0.038 0.145 -4.78 -0.16 -0.49
C 1.984 0.012 0.053 4.40 0.71 0.68
C 0.545 0.018 0.033 1.05 3.39 0.29
C -0.338 1.193 -0.006 1.06 -2.45 -0.32
N -1.625 1.139 -0.060 -1.10 -1.17 1.94
N -2.216 -0.103 0.284 1.99 0.61 -2.41
N -1.472 -1.130 0.041 -2.79 1.13 1.90
C -0.134 -1.080 -0.079 -2.56 -6.43 -1.71
H 0.089 2.127 -0.090 0.91 1.97 -0.35
H -0.004 -2.214 -0.321 1.83 2.40 0.47

No. 4
56
Properties=species:S:1:pos:R:3:forces:R:3 method="wB97M-V/def2-TZVPD" energy_ev=-40275.04698 fmax_ev_per_a=3.7 orbital_gap_ev=1.58 multiplicity=1
C -5.851 -7.585 2.703 0.55 0.37 -0.30
C -5.295 -6.434 1.772 -1.18 -0.24 0.97
O -6.055 -5.581 1.375 1.14 -0.62 -0.13
O -3.943 -6.484 1.436 -1.93 -0.65 -0.63
C -3.720 -6.133 0.047 2.09 1.17 -0.43
C -3.051 -4.702 0.001 -0.10 1.16 0.42
C -2.315 -4.166 -1.195 -0.18 1.70 2.73
C -1.696 -2.846 -1.117 -1.29 -2.68 -0.34
N -1.821 -2.077 0.078 -0.68 -1.58 -0.08
N -1.261 -0.820 0.157 1.08 1.31 1.03
C -2.228 0.210 0.443 -1.76 1.72 -0.09
O -3.364 0.180 0.102 1.07 -0.75 0.08
F -1.832 1.365 1.117 0.88 -2.30 -1.05
C -0.127 -0.813 1.065 2.06 0.18 1.74
O -0.177 -0.593 2.234 -0.61 -0.24 -1.13
F 1.141 -1.118 0.569 -2.62 0.08 -0.60
C -2.531 -2.554 1.227 -1.49 -2.63 0.15
C -3.173 -3.854 1.233 2.03 1.90 -2.43
H -6.891 -7.314 3.047 1.31 -0.12 -0.46
H -5.183 -7.780 3.591 -0.65 0.09 -1.09
H -5.928 -8.498 2.049 0.23 0.74 0.79
H -4.638 -6.216 -0.591 0.71 0.12 0.79
H -2.917 -6.849 -0.314 -1.13 0.58 0.31
H -2.259 -4.795 -2.120 0.14 0.93 0.98
H -1.119 -2.456 -1.992 -0.64 -0.02 1.31
H -2.630 -1.904 2.132 0.40 -0.43 -1.29
H -3.724 -4.143 2.159 0.61 0.16 -1.20
C 2.087 2.213 1.041 -0.30 -0.02 0.17
C 2.861 2.347 -0.285 -1.34 -0.77 0.40
C 1.863 2.456 -1.456 0.00 0.32 -0.32
C 1.093 3.774 -1.537 -0.22 0.00 -0.13
C 1.853 4.960 -0.942 -0.22 -0.12 0.25
C 3.384 4.784 -0.884 -0.97 1.16 0.07
N 3.679 3.561 -0.129 2.17 -0.73 -1.14
O 4.972 3.330 0.004 -1.01 0.32 0.22
C 3.928 5.993 -0.101 0.31 -0.02 0.16
C 3.968 4.830 -2.304 0.30 -0.31 -0.22
C 3.631 1.036 -0.505 0.62 0.27 0.09
H 2.770 2.096 1.885 0.08 0.04 -0.14
H 1.429 1.339 1.029 0.06 0.03 -0.08
H 1.465 3.087 1.243 0.05 0.01 -0.08
H 2.399 2.314 -2.400 0.15 -0.05 0.16
H 1.143 1.631 -1.412 0.19 -0.05 0.18
H 0.852 3.976 -2.586 0.01 -0.06 0.05
H 0.132 3.676 -1.026 0.05 0.04 -0.01
H 1.594 5.866 -1.496 0.26 -0.01 0.02
H 1.477 5.128 0.073 0.23 0.00 0.03
H 3.579 5.978 0.934 0.00 -0.10 -0.08
H 3.588 6.931 -0.550 -0.07 -0.15 -0.10
H 5.019 6.015 -0.089 -0.09 -0.17 0.00
H 3.709 5.775 -2.790 -0.09 -0.02 0.18
H 3.598 4.027 -2.945 -0.03 0.00 0.09
H 5.058 4.766 -2.293 -0.07 -0.10 0.18
H 2.938 0.192 -0.555 -0.17 0.26 -0.01
H 4.325 0.824 0.310 0.02 0.17 -0.09
H 4.193 1.054 -1.442 0.05 0.10 0.11

No. 5
16
Properties=species:S:1:pos:R:3:forces:R:3 method="wB97M-V/def2-TZVPD" energy_ev=-6826.98674 smiles=CC(C)N.O fmax_ev_per_a=0.8 orbital_gap_ev=10.23 multiplicity=1
C -0.566 1.102 -1.049 -0.77 0.06 -0.26
C -0.295 -0.285 -0.501 0.43 0.14 -0.25
C -0.672 -0.387 0.964 0.36 -0.19 -0.33
N -1.055 -1.237 -1.294 -0.33 -0.24 0.00
H -0.030 1.886 -0.515 0.14 -0.04 -0.12
H -0.349 1.123 -2.117 0.35 0.18 0.02
H -1.640 1.312 -0.997 0.07 0.01 0.22
H 0.796 -0.439 -0.611 -0.14 -0.15 0.23
H -0.388 -1.353 1.371 0.24 -0.13 0.17
H -0.156 0.409 1.497 -0.14 -0.05 0.31
H -1.742 -0.318 1.093 -0.36 0.33 0.01
H -1.049 -2.172 -0.911 0.11 0.00 0.13
H -0.716 -1.302 -2.242 0.05 0.08 -0.10
O 2.957 0.579 1.972 -0.13 0.10 -0.05
H 2.321 1.282 1.793 0.12 -0.11 0.03
H 2.585 -0.200 1.545 0.00 0.01 0.01

No. 6
18
Properties=species:S:1:pos:R:3:forces:R:3 method="wB97M-V/def2-TZVPD" energy_ev=-10478.12745 smiles=c1ccccc1.O.O fmax_ev_per_a=3.9 orbital_gap_ev=10.26 multiplicity=1
C -1.118 0.288 -1.234 0.40 0.14 -1.75
C -1.570 0.314 0.086 -1.91 2.72 -1.17
C -1.121 -0.547 1.029 1.05 -3.68 -0.49
C -0.299 -1.571 0.512 2.16 -0.60 -1.06
C 0.337 -1.530 -0.813 -0.22 -0.74 0.12
C -0.166 -0.633 -1.766 0.24 1.32 1.32
H -1.431 1.063 -1.970 -0.18 -0.54 0.93
H -2.357 1.084 0.323 1.06 -0.76 -0.12
H -1.431 -0.742 2.052 -0.35 0.83 -0.19
H -0.012 -2.436 1.146 -0.09 0.84 -0.26
H 1.225 -2.201 -1.138 -1.87 0.80 0.99
H 0.261 -0.435 -2.804 -0.66 -0.67 1.61
O 1.945 0.464 1.272 3.04 0.58 -0.83
H 2.630 0.112 0.630 -1.42 0.58 1.20
H 1.250 -0.157 1.292 -1.20 -1.22 -0.14
O 0.588 2.644 0.333 -0.17 1.83 -0.45
H 1.274 2.348 0.924 0.06 -0.74 0.14
H -0.004 1.933 0.125 0.05 -0.68 0.16